Computed, not measured: the molecule C11H20N2Se, with the ωB97M-V functional and the def2-TZVPD basis.

The SMILES is CCCCc1cc(N)[nH]c1[Se]CCC. For the energy above the lowest of the compared OMol25 structures with the same formula, charge and spin, the calculation gives 0.0 kcal per mole.

CARTESIAN COORDINATES (ANGSTROEM)
C 0.613 -3.045 -0.293
C 1.118 -1.749 -0.517
C -0.559 -3.244 -1.026
C 0.209 -1.246 -1.381
C 1.807 1.859 3.081
C -3.049 2.693 -0.687
C 2.182 -0.973 0.286
C 2.514 0.841 2.157
C -1.663 2.559 -1.293
C 1.546 0.102 1.167
C -1.363 1.078 -1.655
N -0.730 -2.143 -1.817
N -1.350 -4.346 -1.176
Se 0.440 0.710 -2.317
H 0.922 -3.833 0.461
H 0.967 1.472 3.665
H 1.463 2.654 2.429
H 2.796 2.262 3.600
H -3.151 1.940 0.142
H -3.231 3.715 -0.324
H -3.957 2.455 -1.299
H 2.532 -1.707 1.008
H 2.963 -0.646 -0.326
H 3.164 0.170 2.729
H 3.124 1.532 1.583
H -1.680 3.154 -2.248
H -0.752 3.007 -0.719
H 0.744 -0.498 1.773
H 0.830 0.845 0.668
H -1.514 0.649 -0.772
H -2.067 0.731 -2.368
H -1.343 -1.944 -2.678
H -1.269 -5.028 -0.347
H -2.258 -4.026 -1.506

=====

Computed, not measured: the ion C11H20N3 with charge +1, with the ωB97M-V functional and the def2-TZVPD basis.

For the energy above the lowest of the compared OMol25 structures with the same formula, charge and spin, the calculation gives 143.8 kcal per mole. Its net charge is +1.

CARTESIAN COORDINATES (ANGSTROEM)
C 0.610 -2.196 1.362
C 0.860 -1.758 0.180
C 0.488 -1.358 2.554
C -2.519 1.517 -0.416
C -1.918 2.788 0.270
C 2.211 -2.005 -2.867
C 0.936 0.140 2.180
C 0.802 -1.710 -2.403
C 2.696 -1.793 -1.435
C -1.791 0.386 0.305
C -0.545 2.425 0.838
N 1.299 -1.741 -1.013
N 0.849 0.457 0.790
N -0.267 1.003 0.297
H 0.439 -3.268 1.479
H -0.497 -1.215 2.762
H 1.010 -1.881 3.381
H -3.672 1.489 -0.489
H -2.336 1.690 -1.501
H -1.849 3.448 -0.576
H -2.493 3.347 1.003
H 2.200 -3.056 -3.191
H 2.565 -1.452 -3.635
H 0.339 0.750 2.875
H 2.069 0.293 2.518
H 0.582 -0.676 -2.881
H -0.054 -2.422 -2.550
H 3.262 -2.489 -0.825
H 3.072 -0.799 -1.343
H -2.156 0.305 1.338
H -1.498 -0.540 -0.329
H 0.185 3.084 0.406
H -0.624 2.438 1.924
H -0.100 0.976 -0.729

=====

Computed, not measured: the ion C11H20NS with charge +1, with the ωB97M-V functional and the def2-TZVPD basis.

For the energy above the lowest of the compared OMol25 structures with the same formula, charge and spin, the calculation gives 45.1 kcal per mole. Its net charge is +1.

CARTESIAN COORDINATES (ANGSTROEM)
C -2.593 2.287 -0.557
C -1.521 2.271 0.495
C -2.670 -2.181 -0.046
C -2.153 -1.587 1.208
C 1.502 -0.253 -1.411
C -1.386 1.409 -0.799
C -2.427 -0.688 0.063
C -1.338 -0.019 -0.689
C 2.169 -0.129 -0.046
C 2.805 -1.536 0.154
C 3.256 0.950 0.014
N 1.208 0.091 0.941
S -0.155 -1.146 -1.164
H -3.447 1.790 -0.327
H -2.636 3.185 -1.100
H -0.851 3.107 0.572
H -1.689 1.696 1.387
H -1.878 -2.747 -0.581
H -3.719 -2.522 -0.260
H -2.772 -1.595 2.041
H -1.140 -1.903 1.476
H 1.419 0.675 -2.060
H 1.976 -1.056 -2.078
H -0.509 1.575 -1.440
H -3.196 0.020 0.263
H 2.988 -1.705 1.192
H 3.787 -1.689 -0.435
H 2.043 -2.365 0.003
H 3.773 1.069 -1.046
H 4.002 0.724 0.871
H 2.841 1.940 0.244
H 0.972 0.984 1.433
H 1.338 -0.651 1.682

=====

Computed, not measured: the ion C11H20NS2 with charge +1, with the ωB97M-V functional and the def2-TZVPD basis.

The SMILES is C1CSC([N+]23CCC(CC2)CC3)SC1. For the energy above the lowest of the compared OMol25 structures with the same formula, charge and spin, the calculation gives 12.7 kcal per mole. Its net charge is +1.

CARTESIAN COORDINATES (ANGSTROEM)
C -2.666 -1.496 0.159
C -1.120 -1.500 0.154
N -0.507 -0.096 0.168
C -1.120 0.618 1.375
C -2.665 0.610 1.374
C -3.150 -0.047 0.081
C -2.488 0.645 -1.114
C -0.969 0.595 -1.029
H -3.090 -2.099 -0.672
H -3.118 -2.036 1.008
H -0.830 -2.113 1.026
H -0.791 -1.995 -0.791
H -0.827 0.166 2.344
H -0.793 1.681 1.335
H -3.117 0.145 2.266
H -3.091 1.632 1.479
H -4.257 0.009 -0.015
H -2.793 0.211 -2.066
H -2.794 1.686 -1.213
H -0.531 1.590 -0.931
H -0.528 0.009 -1.843
C 4.089 0.438 -0.758
C 3.531 -0.976 -0.817
S 1.794 -1.063 -1.326
C 0.969 0.006 -0.011
S 1.794 1.679 0.257
C 3.531 1.196 0.437
H 5.189 0.421 -0.729
H 3.745 0.954 -1.652
H 4.063 -1.614 -1.550
H 3.657 -1.513 0.170
H 1.164 -0.500 0.863
H 3.655 0.609 1.395
H 4.065 2.149 0.623

=====

Computed, not measured: the molecule C11H20O3, with the ωB97M-V functional and the def2-TZVPD basis.

The SMILES is CCCCC[C@@H]1C=C[C@H](CCO)OO1. For the energy above the lowest of the compared OMol25 structures with the same formula, charge and spin, the calculation gives 148.8 kcal per mole.

CARTESIAN COORDINATES (ANGSTROEM)
C -0.211 -2.976 -2.205
C 0.055 -1.999 -3.298
C -0.655 -0.674 -2.887
C -0.107 -0.092 -1.536
C 1.448 0.141 -1.495
C 1.942 0.869 -0.281
C 0.000 1.589 1.773
C -1.359 1.254 2.178
C -1.398 1.261 3.741
C 1.010 0.511 1.952
C 1.702 -0.003 0.908
H -0.412 -4.104 -2.744
H -1.336 -2.745 -1.612
H 0.831 -3.034 -1.447
H -0.442 -2.370 -4.212
H 1.105 -1.955 -3.520
H -0.409 0.174 -3.605
H -1.739 -0.908 -2.906
H -0.461 0.983 -1.414
H -0.383 -0.795 -0.679
H 1.823 0.629 -2.387
H 1.952 -0.819 -1.640
H 3.011 1.138 -0.262
H 0.399 2.321 2.452
H -1.864 2.065 1.773
H -1.703 0.386 1.639
H -0.788 0.429 4.299
H -0.879 2.143 4.156
H -2.895 1.843 4.919
H 1.047 0.067 2.922
H 2.286 -0.848 1.078
O 1.289 2.166 -0.015
O -0.059 1.978 0.410
O -2.797 1.376 3.943

=====

Computed, not measured: the molecule C11H20O5S, with the ωB97M-V functional and the def2-TZVPD basis.

The SMILES is CC[C@@H]1CS(=O)(=O)OC[C@@H]1CCCOC(C)=O.

CARTESIAN COORDINATES (ANGSTROEM)
C 3.607 -0.320 1.886
C 2.227 0.225 1.522
C 1.389 -0.588 0.502
C 2.187 -1.615 -0.338
S 2.197 -1.427 -2.121
O 3.475 -1.834 -2.610
O 1.003 -2.038 -2.622
O 2.091 0.131 -2.405
C 1.563 1.016 -1.393
C 0.593 0.327 -0.449
C -0.274 1.354 0.283
C -1.467 1.825 -0.547
C -2.552 0.779 -0.707
O -3.114 0.505 0.590
C -4.451 0.183 0.587
C -4.748 -1.284 0.777
O -5.289 1.021 0.450
H 3.586 -1.386 2.118
H 3.999 0.212 2.752
H 4.322 -0.176 1.073
H 1.640 0.302 2.439
H 2.350 1.256 1.181
H 0.655 -1.157 1.077
H 3.226 -1.724 -0.048
H 1.722 -2.600 -0.269
H 1.099 1.835 -1.940
H 2.416 1.424 -0.844
H -0.059 -0.317 -1.047
H -0.633 0.938 1.227
H 0.336 2.229 0.531
H -1.144 2.130 -1.548
H -1.922 2.699 -0.079
H -3.329 1.146 -1.381
H -2.160 -0.158 -1.118
H -5.295 -1.418 1.709
H -5.401 -1.610 -0.032
H -3.843 -1.885 0.798

=====

Computed, not measured: a cluster of 3 separate species, C11H21B2NO5 in total, with the ωB97M-V functional and the def2-TZVPD basis.

Its net charge is -2.

CARTESIAN COORDINATES (ANGSTROEM)
C 3.128 1.770 2.799
C 1.939 2.077 2.821
B 0.310 2.062 2.541
B -0.269 0.478 2.417
N 0.508 -0.525 1.583
O -1.505 0.081 3.066
C 0.038 2.833 1.093
O -1.142 2.758 0.611
O 0.991 3.506 0.478
H 4.158 1.368 2.712
H -0.222 2.689 3.418
H 0.471 -0.130 0.630
H 1.505 -0.487 1.822
H -1.320 -0.405 3.888
C 0.759 4.253 -4.276
C 0.659 3.773 -2.838
C 0.451 2.285 -3.018
O 1.132 1.915 -4.238
C 1.496 3.104 -4.942
H 1.274 5.210 -4.386
H -0.245 4.353 -4.705
H 1.602 3.957 -2.318
H -0.140 4.246 -2.270
H -0.610 2.043 -3.140
H 0.846 1.705 -2.185
H 2.583 3.227 -4.855
H 1.241 2.996 -6.001
C -2.501 -4.905 1.822
C -1.884 -4.403 0.531
C -0.510 -3.955 0.993
O -0.152 -4.802 2.103
C -1.306 -5.534 2.518
H -3.325 -5.606 1.673
H -2.873 -4.059 2.408
H -1.790 -5.231 -0.181
H -2.452 -3.605 0.052
H -0.528 -2.921 1.349
H 0.244 -4.040 0.209
H -1.172 -6.579 2.209
H -1.389 -5.501 3.607

=====

| no. | total energy (Eh) | frontier orbital gap (eV) |
| --- | --- | --- |
| 1 | -2941.971912 | 7.7 |
| 2 | -594.936095 | 8.5 |
| 3 | -883.700602 | 8.1 |
| 4 | -1281.986114 | 10.0 |
| 5 | -656.601744 | 9.9 |
| 6 | -1205.506305 | 11.1 |
| 7 | -912.325624 | 4.2 |